1.
Below is the ion C5H13N2O with charge +1 at a distorted geometry, with properties calculated with ωB97M-V/def2-TZVPD.

The geometry in ORCA input format:
```
! RIJCOSX wB97M-V def2-TZVPD def2/J DEFGRID3
* xyz 1 1
N 2.140 1.584 1.265
C 1.329 0.381 0.918
C 1.840 -0.787 -0.136
O 1.968 -1.907 0.652
C -0.028 0.884 0.331
C -1.180 0.057 -0.087
C -2.174 0.324 -0.945
N -3.240 -0.636 -1.097
H 2.710 1.539 2.086
H 2.729 1.881 0.576
H 1.210 -0.165 1.869
H 1.071 -0.934 -0.938
H 2.683 -0.589 -0.828
H 2.817 -2.368 0.638
H 0.251 1.425 -0.603
H -0.323 1.703 0.990
H -1.010 -0.962 0.324
H -2.203 1.341 -1.458
H -3.805 -0.857 -0.314
H -3.838 -0.393 -1.836
H -2.948 -1.522 -1.408
*
```

Computed properties:
Orbital gap (eV): 8.37
SMILES string: N[C@H](CO)C/C=C/[NH3+]

These are the natural (NBO) partial charges, in e, on atoms 1 to 4: atom 1 (N): -0.83, atom 2 (C): -0.05, atom 3 (C): -0.07, atom 4 (O): -0.74

***

2.
Below is a structure of composition C5H13N2O at a distorted geometry, with properties calculated with ωB97M-V/def2-TZVPD.

The geometry in ORCA input format:
```
! RIJCOSX wB97M-V def2-TZVPD def2/J DEFGRID3
* xyz 2 2
N -1.610 -2.497 -0.004
C 1.046 1.451 1.020
C 1.056 1.264 2.490
C 0.082 0.997 0.062
N 0.576 0.018 -0.993
C 0.790 -1.327 -0.478
C -0.306 0.083 -2.189
O -1.210 0.905 0.176
H -1.851 -3.115 0.782
H -2.487 -2.345 -0.516
H -0.697 -0.078 0.612
H 1.955 1.795 0.532
H 1.786 1.983 2.883
H 0.094 1.613 2.904
H 1.232 0.286 2.950
H -0.267 -2.006 -0.463
H 1.453 -1.889 -1.143
H 1.108 -1.189 0.567
H -0.406 1.130 -2.486
H 0.027 -0.578 -2.986
H -1.332 -0.201 -1.922
*
```

Computed properties:
Orbital gap (spin up / spin down) (eV): 7.61 / 7.38
<S²>: 1.727

These are the natural (NBO) partial charges, in e, on atoms 1 to 4: atom 1 (N): -0.45, atom 2 (C): 0.09, atom 3 (C): -0.74, atom 4 (C): 0.51

***

3.
Below is a cluster of 2 separate species, C5H13N2O in total at a distorted geometry, with properties calculated with ωB97M-V/def2-TZVPD.

The geometry in ORCA input format:
```
! RIJCOSX wB97M-V def2-TZVPD def2/J DEFGRID3
* xyz 2 2
C 1.164 -2.395 0.286
N 0.168 -2.001 -0.587
C 0.576 -1.579 -1.955
O 2.264 -1.891 0.342
H 0.841 -3.203 0.983
H -0.567 -2.711 -0.590
H 1.165 -0.661 -1.876
H -0.333 -1.354 -2.509
H 1.166 -2.349 -2.457
C 0.407 2.081 -0.140
C -0.541 1.640 0.901
C -0.850 2.176 2.069
N -1.242 0.370 0.520
H 0.781 3.093 0.021
H 1.296 1.459 -0.284
H -0.064 2.124 -1.134
H -1.591 1.741 2.729
H -0.457 3.135 2.389
H -0.532 -0.375 0.313
H -1.792 0.551 -0.326
H -1.860 0.149 1.304
*
```

Computed properties:
Orbital gap (spin up / spin down) (eV): 8.90 / 4.31
<S²>: 0.758

These are the natural (NBO) partial charges, in e, on atoms 1 to 4: atom 1 (C): 0.48, atom 2 (N): -0.54, atom 3 (C): -0.45, atom 4 (O): -0.01

***

What did the third record say?
Below is a cluster of 2 separate species, C5H13N2O in total at a distorted geometry, with properties calculated with ωB97M-V/def2-TZVPD.

The geometry in ORCA input format:
```
! RIJCOSX wB97M-V def2-TZVPD def2/J DEFGRID3
* xyz 2 2
C 1.164 -2.395 0.286
N 0.168 -2.001 -0.587
C 0.576 -1.579 -1.955
O 2.264 -1.891 0.342
H 0.841 -3.203 0.983
H -0.567 -2.711 -0.590
H 1.165 -0.661 -1.876
H -0.333 -1.354 -2.509
H 1.166 -2.349 -2.457
C 0.407 2.081 -0.140
C -0.541 1.640 0.901
C -0.850 2.176 2.069
N -1.242 0.370 0.520
H 0.781 3.093 0.021
H 1.296 1.459 -0.284
H -0.064 2.124 -1.134
H -1.591 1.741 2.729
H -0.457 3.135 2.389
H -0.532 -0.375 0.313
H -1.792 0.551 -0.326
H -1.860 0.149 1.304
*
```

Computed properties:
Orbital gap (spin up / spin down) (eV): 8.90 / 4.31
<S²>: 0.758

These are the natural (NBO) partial charges, in e, on atoms 1 to 4: atom 1 (C): 0.48, atom 2 (N): -0.54, atom 3 (C): -0.45, atom 4 (O): -0.01

***

Q: Number 3 is which compound?
A: C5H13N2O